{
  "formula": "C17H31DyN2S",
  "method": "ωB97M-V with the def2-TZVPD basis set",
  "energy_ev": -56013.3702,
  "multiplicity": 6,
  "total_charge": 2,
  "homo_lumo_gap_ev": [5.49, 5.57],
  "lumo_energy_ev": [-8.23, -8.19],
  "species": ["C", "H", "H", "H", "C", "H", "H", "C", "H", "H", "H", "C", "C", "C", "C", "C", "C", "C", "C", "C", "C", "Dy", "H", "H", "H", "H", "H", "H", "H", "H", "H", "H", "H", "H", "H", "H", "H", "S", "C", "N", "C", "C", "C", "N", "H", "H", "H", "H", "H", "H", "H", "H"],
  "coordinates": [[0.934, 2.175, -1.646], [1.867, 2.769, -1.536], [0.981, 1.762, -2.657], [2.909, -0.349, 1.246], [-0.240, 3.146, -1.557], [-1.181, 2.602, -1.730], [-0.310, 3.566, -0.539], [-0.180, 4.323, -2.538], [-1.110, 4.889, -2.427], [0.644, 5.000, -2.298], [-0.105, 4.026, -3.591], [-0.627, -1.539, -0.415], [-1.206, -0.532, -1.242], [-0.342, -0.334, -2.348], [0.858, -1.095, -2.139], [0.636, -1.923, -0.991], [1.337, -3.189, -0.683], [2.098, -1.103, -2.962], [-0.800, 0.231, -3.646], [-2.651, -0.195, -1.253], [-1.420, -2.436, 0.464], [1.317, 0.424, -0.239], [3.012, -1.119, -2.339], [2.112, -2.005, -3.593], [2.158, -0.226, -3.621], [2.379, -3.167, -1.023], [1.343, -3.373, 0.397], [0.833, -4.047, -1.164], [-2.355, -1.963, 0.795], [-1.706, -3.356, -0.082], [-0.857, -2.749, 1.355], [-2.840, 0.785, -1.711], [-3.230, -0.943, -1.827], [-3.058, -0.169, -0.235], [-0.038, 0.861, -4.118], [-1.041, -0.587, -4.352], [-1.716, 0.829, -3.522], [2.282, -1.373, 1.947], [1.201, -0.488, 3.011], [0.028, 0.000, 2.486], [-1.132, 0.008, 3.433], [-0.683, 0.720, 4.683], [0.489, 0.017, 5.335], [1.467, -0.399, 4.315], [-0.263, -0.502, 1.620], [-1.448, -1.021, 3.654], [-1.939, 0.518, 2.912], [-1.516, 0.765, 5.397], [-0.391, 1.745, 4.424], [0.168, -0.869, 5.903], [0.983, 0.694, 6.033], [2.349, -0.808, 4.611]],
  "forces_ev_per_angstrom": [[0.58, 1.11, 0.01], [0.00, -0.08, 0.09], [0.14, -0.09, 0.12], [-0.04, -0.52, 1.30], [-0.36, -0.08, 0.20], [0.18, 0.04, 0.09], [-0.03, -0.13, -0.22], [-0.22, 0.11, 0.14], [0.15, 0.06, -0.11], [0.00, -0.12, -0.10], [0.08, -0.11, 0.27], [0.93, 0.06, -0.68], [0.80, -0.80, -0.71], [0.17, -0.55, 0.47], [-1.14, -0.30, 0.73], [-0.81, 0.73, -0.24], [0.50, -0.34, 0.40], [0.16, 0.00, -0.56], [-0.03, 0.59, -0.28], [-0.61, 0.57, 0.27], [-0.36, -0.22, 0.68], [-2.06, 0.35, -2.31], [-0.12, -0.09, -0.20], [0.27, 0.26, 0.11], [0.00, -0.28, 0.14], [-0.14, -0.17, 0.00], [0.00, -0.27, -0.21], [0.23, 0.35, 0.13], [0.26, -0.17, -0.02], [0.16, 0.36, 0.25], [-0.15, -0.15, -0.07], [-0.02, -0.27, 0.17], [0.30, 0.25, 0.24], [-0.06, 0.03, -0.26], [-0.17, -0.08, -0.12], [0.18, 0.31, 0.38], [0.40, -0.14, -0.11], [1.28, -0.34, -0.05], [-1.17, 1.26, 1.36], [0.60, -1.79, 0.32], [0.06, 0.43, -0.10], [-0.34, 0.49, 0.25], [-0.27, 0.05, 0.37], [-0.22, -0.68, -1.97], [0.34, 0.09, 0.16], [0.18, 0.14, -0.24], [-0.05, 0.06, 0.18], [0.29, 0.08, -0.16], [-0.19, -0.13, 0.12], [0.21, 0.10, -0.25], [0.14, -0.10, -0.06], [-0.01, 0.14, 0.06]]
}

{
  "formula": "C4H6O2S2",
  "method": "ωB97M-V with the def2-TZVPD basis set",
  "smiles": "CC(C(O)=S)C(O)=S",
  "energy_ev": -30008.6214,
  "multiplicity": 1,
  "homo_lumo_gap_ev": 8.86,
  "lumo_energy_ev": -0.15,
  "species": ["C", "C", "C", "O", "S", "C", "O", "S", "H", "H", "H", "H", "H", "H"],
  "coordinates": [[0.391, 1.438, -0.580], [0.064, -0.038, -0.662], [-1.293, -0.518, -0.105], [-1.599, 0.406, 0.786], [-2.081, -1.773, -0.698], [1.073, -0.899, 0.200], [0.404, -1.313, 1.401], [2.580, -1.239, -0.403], [0.773, 1.582, 0.569], [1.222, 1.919, -1.196], [-0.608, 2.142, -0.793], [0.284, -0.295, -1.653], [-2.483, 0.167, 1.223], [1.273, -1.578, 1.911]],
  "forces_ev_per_angstrom": [[-0.72, 3.44, 2.87], [1.20, -1.35, 1.38], [1.46, 2.33, -1.83], [-3.01, -0.86, 1.65], [-0.73, -0.56, 0.27], [-1.28, 0.29, -0.54], [5.72, 0.17, -1.02], [-1.58, 0.12, 1.59], [-1.23, 0.39, -2.68], [-1.06, -1.49, 0.44], [2.67, -1.96, 0.78], [-0.42, -1.08, -1.45], [1.56, 0.39, -0.77], [-2.60, 0.16, -0.69]]
}

{
  "formula": "C4H8N2O2",
  "method": "ωB97M-V with the def2-TZVPD basis set",
  "smiles": "CCOC(=O)/C=N/N",
  "energy_ev": -11350.9439,
  "multiplicity": 1,
  "homo_lumo_gap_ev": 9.97,
  "lumo_energy_ev": 0.52,
  "species": ["C", "C", "O", "C", "O", "C", "N", "N", "H", "H", "H", "H", "H", "H", "H", "H"],
  "coordinates": [[2.650, -0.420, -0.647], [2.014, 0.373, 0.467], [0.664, -0.040, 0.645], [-0.316, 0.690, 0.072], [-0.191, 1.865, -0.252], [-1.573, -0.067, -0.107], [-2.680, 0.535, -0.093], [-3.713, -0.243, -0.117], [3.698, -0.132, -0.825], [1.875, -0.338, -1.367], [2.589, -1.461, -0.252], [2.406, 0.058, 1.380], [2.184, 1.404, 0.410], [-1.466, -1.165, -0.063], [-3.585, -1.193, 0.412], [-4.557, 0.133, 0.338]],
  "forces_ev_per_angstrom": [[-0.40, -1.06, 1.95], [0.43, -0.86, 0.49], [-1.07, -0.07, -0.81], [0.14, 2.43, -0.84], [0.14, -1.69, 0.44], [1.77, -0.63, 0.80], [1.53, 1.22, 0.07], [-3.54, -3.74, 2.10], [-0.74, -0.03, -0.48], [0.24, 0.02, -1.91], [0.43, 0.44, -0.71], [1.13, -0.31, 1.65], [-0.46, 1.66, -0.38], [-0.31, 0.33, -0.04], [0.06, 1.83, -1.60], [0.67, 0.45, -0.74]]
}